Formula: C39H94N4O10
Source: OMol25
Level of theory: ωB97M-V/def2-TZVPD

For the total energy, the calculation gives -68392.7001 eV. Its SMILES is CC1(C)CCCC(C)(C)N1O.CC1(C)CCCC(C)(C)N1O.CC1(C)CCCC(C)(C)N1O.CC1(C)CCCC(C)(C)N1O.CO.CO.CO.O.O.O. The net charge is 0. The value obtained for the molecular weight is 779.20 g mol⁻¹. The calculation puts the frontier orbital gap at 0.2954 Ha.

```
147
Properties=species:S:1:pos:R:3:forces:R:3:lowdin_charge:R:1
C 0.859427 -0.279300 1.029125 0.913 -0.176 -0.240 -0.14
O -0.340963 -0.356000 1.736125 -0.944 0.573 0.801 -0.12
H 1.443457 -1.195070 1.120575 0.047 -0.175 0.050 0.08
H 0.761817 -0.054750 -0.033015 -0.292 0.096 0.006 0.06
H 1.434337 0.513100 1.508385 0.088 0.021 -0.121 0.07
H -0.991293 -0.970790 1.388705 0.141 -0.286 -0.542 0.07
C -3.218943 1.640230 3.203495 -0.466 0.756 1.744 -0.15
O -2.775253 1.040880 2.066675 0.543 -1.196 -2.509 -0.13
H -3.942963 1.010350 3.720355 0.055 -0.034 0.189 0.06
H -2.324833 1.747410 3.817645 -0.476 0.701 0.734 0.10
H -3.737283 2.566330 2.954985 0.238 0.343 0.298 0.09
H -1.822623 0.951040 2.144355 0.295 -0.592 -0.260 0.05
C 3.175057 -4.314190 1.138835 -2.275 0.667 -0.788 -0.21
O 4.519997 -4.602340 1.264175 0.452 0.045 0.872 -0.08
H 3.030847 -3.592800 0.334535 0.177 -0.629 -0.555 0.05
H 2.534707 -5.192160 1.053805 0.220 -0.439 -0.919 0.08
H 2.567427 -3.806920 1.888205 1.053 0.463 1.390 0.07
H 4.596237 -5.145100 2.052325 0.402 -0.095 0.055 0.08
O -1.122073 1.590940 -0.724245 -0.111 -0.285 -0.072 -0.04
H -1.393713 1.543340 0.192375 -0.049 0.317 0.494 0.01
H -0.489903 2.309210 -0.750215 0.310 0.546 -0.316 0.01
O -2.606073 -0.661170 -0.694995 -0.049 -0.662 0.087 -0.04
H -3.432193 -0.417710 -0.277295 -0.305 0.091 0.134 0.03
H -2.036543 0.096220 -0.560015 0.188 0.192 -0.528 -0.03
O 0.496837 3.392110 1.442095 -0.100 -0.113 -0.237 -0.02
H -0.111973 3.642590 2.136955 -0.253 0.209 0.137 0.06
H 1.222537 2.968130 1.900165 0.349 -0.152 0.061 0.02
C -1.711593 -3.097030 -5.228975 0.320 0.427 -0.693 -0.03
C -0.403433 -3.845930 -5.183545 1.919 -0.126 -0.669 -0.45
C 0.609367 -3.079080 -6.215805 -0.660 0.328 1.747 -0.10
C 1.311927 -1.842070 -5.648165 -0.791 -0.611 -0.029 -0.22
C 2.054457 -2.214140 -4.383025 -1.323 0.140 -1.158 -0.15
C 1.057357 -2.730290 -3.312925 1.300 0.482 1.278 -0.44
N 0.143957 -3.813550 -3.805075 3.494 1.458 -2.233 -0.15
O -0.678733 -4.341920 -2.855865 -0.636 -0.563 0.707 0.01
C 2.032617 -3.237690 -2.164365 -2.711 -0.577 0.055 -0.05
C 0.229787 -1.577160 -2.689785 -0.295 0.527 -1.240 -0.03
C -0.493273 -5.336130 -5.640805 -0.371 -0.254 0.126 -0.04
H -2.179833 -3.256830 -6.200215 -0.526 -0.335 0.206 0.09
H -1.415713 -2.049090 -5.277655 -0.389 0.252 0.458 0.07
H -2.331333 -3.299670 -4.355505 -0.150 -0.002 -0.313 0.09
H 1.527247 -3.593870 -6.499685 -0.759 -1.199 -0.487 0.11
H -0.024393 -2.728940 -7.030575 0.239 -0.588 -0.432 0.11
H 0.617307 -1.042530 -5.390615 -0.007 0.240 -0.299 0.09
H 1.988807 -1.535320 -6.445565 0.054 0.496 0.136 0.11
H 2.538527 -1.262510 -4.163475 0.284 -0.340 1.153 0.12
H 2.792207 -2.987380 -4.597345 0.143 -0.011 0.093 0.12
H 1.275327 -3.332040 -1.386095 0.492 -0.040 0.861 0.06
H 2.380987 -4.263520 -2.284375 0.475 0.203 -0.471 0.08
H 2.793887 -2.517870 -1.863665 -0.065 -0.076 -0.300 0.08
H 0.768007 -0.687070 -2.363985 0.676 -0.341 0.428 0.07
H -0.340203 -1.132040 -3.505305 -0.541 -0.151 0.005 0.06
H -0.476473 -1.872650 -1.913915 0.123 -0.232 -0.066 0.08
H 0.440287 -5.897620 -5.604875 0.384 0.481 0.224 0.08
H -0.857133 -5.514700 -6.652645 -0.060 0.679 -0.250 0.08
H -1.187543 -5.936780 -5.053175 -0.204 0.255 0.428 0.07
H -0.329573 -5.235990 -2.874275 -0.474 -0.407 0.729 0.11
C -3.597553 -2.964850 1.424555 0.022 0.855 0.327 -0.02
C -5.030193 -2.971380 2.069675 0.328 1.452 -1.388 -0.45
C -5.166583 -4.218580 2.867305 -2.222 -1.652 0.421 -0.16
C -6.434233 -4.193250 3.785815 2.320 -0.750 -0.126 -0.16
C -6.314333 -2.979570 4.712755 -0.808 -1.943 0.121 -0.16
C -6.269103 -1.700370 3.954805 0.950 2.942 0.425 -0.50
N -5.175643 -1.727060 2.931415 0.678 -2.048 1.118 -0.08
O -5.121103 -0.576760 2.128655 -0.723 0.015 0.033 -0.03
C -7.612073 -1.412100 3.389795 -2.655 -0.627 -1.270 -0.06
C -5.938473 -0.545650 5.010105 0.806 -1.296 -0.099 -0.03
C -6.027003 -2.839830 0.848365 1.114 -0.059 0.297 -0.02
H -3.593363 -2.439580 0.469485 0.026 -0.436 -0.059 0.05
H -3.083293 -3.923100 1.350945 -0.656 -0.363 -0.320 0.08
H -2.879753 -2.409520 2.028275 -0.214 0.317 0.474 0.07
H -5.405963 -5.077040 2.239735 0.086 0.223 -0.957 0.11
H -4.292333 -4.666730 3.339495 0.335 1.073 0.628 0.12
H -6.348453 -5.143540 4.312785 -0.219 0.115 0.624 0.10
H -7.313033 -4.361560 3.163345 -0.249 0.886 0.108 0.11
H -5.460053 -3.114480 5.376175 0.295 0.029 -0.237 0.13
H -7.185703 -3.027970 5.365795 -0.095 0.600 0.142 0.12
H -7.853643 -0.425410 2.994605 0.676 0.043 -0.105 0.09
H -7.918333 -2.154970 2.653285 0.679 0.210 -0.763 0.06
H -8.489713 -1.663180 3.985445 0.351 0.434 1.400 0.09
H -5.938913 0.489100 4.667475 -0.622 -0.197 -0.231 0.07
H -6.521823 -0.721300 5.913955 -0.633 0.409 -0.233 0.08
H -4.933623 -0.696760 5.404485 0.382 -0.211 -0.300 0.07
H -5.797503 -3.635490 0.139595 -0.228 -0.102 -0.028 0.08
H -5.701593 -1.903750 0.394555 -0.339 -0.053 -0.231 0.07
H -7.097763 -2.753300 1.033015 0.246 -0.344 0.233 0.06
H -4.201453 -0.310320 2.198295 0.341 0.221 -0.105 0.05
C -1.318773 5.981220 -3.266975 0.536 -0.847 0.738 -0.02
C -1.321513 4.543210 -2.513055 -1.852 0.643 -2.985 -0.41
C -1.722873 3.398190 -3.542225 -0.218 0.219 0.342 -0.13
C -0.636383 3.103160 -4.553105 -0.994 1.930 0.053 -0.20
C 0.641697 2.786950 -3.896465 0.464 -0.690 -0.066 -0.16
C 1.198197 3.695800 -2.790245 -2.196 1.362 -2.091 -0.50
N 0.024247 4.200200 -2.058735 -0.726 -0.455 3.389 -0.08
O 0.417257 5.044490 -0.917875 -0.156 -0.313 -1.613 -0.02
C 2.103887 2.829030 -2.009395 1.609 -0.943 2.155 -0.04
C 1.907647 4.927300 -3.379065 0.415 0.340 -0.760 -0.02
C -2.508453 4.614280 -1.475505 1.431 -0.374 1.819 -0.03
H -2.244693 6.530920 -3.436075 -0.544 -0.744 0.144 0.07
H -0.823753 5.918100 -4.236035 0.241 0.112 0.170 0.05
H -0.783183 6.633470 -2.577195 0.430 0.078 -0.217 0.07
H -1.995623 2.456210 -3.066435 0.153 0.104 0.705 0.11
H -2.642813 3.695940 -4.045375 -0.003 0.313 -0.074 0.12
H -0.511063 4.047710 -5.082455 -0.034 -0.206 -0.850 0.10
H -0.896863 2.265690 -5.200335 -0.156 0.303 -0.269 0.12
H 1.368357 2.762240 -4.708535 0.494 -0.557 0.295 0.13
H 0.426317 1.803990 -3.477535 0.779 -0.349 0.213 0.11
H 2.883197 3.393660 -1.497565 0.260 0.072 -0.180 0.09
H 1.723847 2.190020 -1.212315 -1.195 0.515 0.372 0.07
H 2.548977 1.977980 -2.524855 0.413 0.634 -1.034 0.09
H 2.826507 4.711860 -3.924395 0.499 -0.341 0.597 0.08
H 1.376797 5.440010 -4.181205 -0.814 -0.298 0.116 0.07
H 2.044957 5.705890 -2.628695 0.337 -0.288 0.170 0.08
H -3.497033 4.191170 -1.653805 0.381 -0.420 -1.119 0.08
H -2.769293 5.579540 -1.041535 0.617 0.525 -0.486 0.07
H -2.153203 4.072780 -0.598765 -0.073 -0.268 0.192 0.05
H 0.579027 4.391520 -0.232995 -0.047 -0.061 0.467 0.03
C 3.832347 2.931890 3.607035 1.033 -0.483 -0.489 -0.01
C 5.185737 2.871080 2.738565 0.482 0.184 1.205 -0.45
C 6.409837 3.339530 3.597535 -0.672 0.009 -0.659 -0.15
C 6.790187 2.280620 4.562405 -0.850 -1.072 0.567 -0.20
C 7.046297 0.927620 3.835105 0.220 0.347 1.562 -0.12
C 5.924957 0.338140 2.945145 0.977 1.200 1.384 -0.50
N 5.453297 1.517230 2.250505 0.832 0.729 -0.719 -0.14
O 4.522867 1.159610 1.291245 -0.814 -0.261 -0.994 -0.02
C 6.589327 -0.694600 1.983975 -0.275 0.587 0.296 -0.02
C 4.857677 -0.333750 3.811945 -0.264 -0.207 0.549 -0.03
C 4.979047 3.873080 1.584675 -1.208 -0.259 0.090 -0.03
H 3.572607 3.919620 3.987855 0.106 0.160 -0.335 0.08
H 3.063297 2.556070 2.932195 -0.203 0.111 0.034 0.05
H 3.833747 2.264940 4.469165 0.274 -0.065 -0.054 0.06
H 7.365017 3.470740 3.089085 -0.446 0.512 -1.118 0.12
H 6.056967 4.300290 3.972395 0.476 0.034 0.571 0.12
H 7.681557 2.487810 5.154545 0.084 0.272 -0.143 0.11
H 5.996877 2.127230 5.294015 -0.158 -0.105 0.166 0.10
H 7.201917 0.334460 4.736235 0.217 -0.950 -0.420 0.11
H 8.001527 1.005020 3.315825 -0.076 -0.110 -0.292 0.12
H 7.350757 -0.224370 1.361725 -0.300 0.332 -0.262 0.08
H 5.842407 -1.209330 1.379605 0.124 -0.034 -0.023 0.08
H 7.176787 -1.419500 2.547455 -0.386 -0.168 0.305 0.08
H 3.860597 -0.339410 3.371615 0.216 -0.586 -0.632 0.08
H 4.620287 0.124990 4.771795 0.625 0.622 0.111 0.07
H 5.236447 -1.314830 4.098515 -0.432 -0.317 -0.289 0.08
H 3.950727 3.733480 1.251245 -0.051 -0.075 -0.409 0.06
H 4.951177 4.892870 1.968535 0.436 0.011 0.163 0.09
H 5.602757 3.829850 0.691805 0.403 -0.258 0.359 0.09
H 5.071327 1.263180 0.510175 -0.488 -0.195 -0.575 0.11
```
Forces are in eV/Å.

***

Formula: C33H36LuN4O4PS
Source: OMol25
Level of theory: ωB97M-V/def2-TZVPD

For the total energy, the calculation gives -102705.2456 eV. The net charge is 0. The value obtained for the molecular weight is 790.68 g mol⁻¹. The calculation puts the frontier orbital gap at 0.2875 Ha.

```
80
Properties=species:S:1:pos:R:3:forces:R:3:lowdin_charge:R:1
Lu -1.297797 -0.662192 0.607367 -0.858 0.570 0.500 1.45
N -0.955169 -2.780273 2.052814 0.685 -0.917 -1.183 -0.06
C -1.405891 -2.762192 3.426255 0.432 1.220 0.542 -0.27
C -2.698321 -1.957694 3.440840 1.668 0.316 1.083 -0.17
N -2.269309 -0.578417 2.996162 -2.460 -0.759 0.028 -0.14
C -1.399691 0.111218 3.956891 -0.447 2.090 -0.733 -0.22
C 0.041227 0.290847 3.463676 0.575 -2.113 -0.496 -0.24
N 0.012799 0.755130 2.046877 -0.224 0.516 1.462 -0.07
H -1.549535 -3.456168 1.503944 0.989 0.529 0.472 0.09
H 0.052466 -3.054518 1.963970 -1.352 0.213 -0.139 0.08
H -0.679581 -2.215193 4.068815 -0.291 -0.230 -0.563 0.10
H -1.434412 -3.715941 3.898725 -0.577 -1.059 0.154 0.10
H -3.185124 -2.121628 4.435605 0.238 0.977 -0.554 0.13
H -3.356827 -2.318661 2.703994 -0.974 -0.568 -0.980 0.10
H -3.171653 -0.066364 2.731500 1.963 -0.278 0.765 0.13
H -1.410555 -0.283040 4.946663 -0.056 -0.831 0.713 0.11
H -1.845406 1.119459 4.097615 0.372 -0.298 -0.234 0.13
H 0.616215 -0.695517 3.423626 -0.771 1.169 0.334 0.10
H 0.603564 0.952848 4.131704 -0.143 0.020 -0.195 0.12
H 0.981400 0.916540 1.767568 -0.230 0.317 -0.135 0.05
H -0.495575 1.641851 2.154392 0.436 0.150 -0.837 0.09
O -2.997968 2.598079 1.833581 -0.122 -0.557 0.577 0.03
C -3.119955 2.025695 0.756983 0.625 0.547 -1.078 -0.65
O -3.150424 0.761921 0.508301 0.464 -0.175 0.593 -0.21
C -3.130020 2.942171 -0.481349 -0.102 -1.279 -0.193 -0.14
C -4.131630 3.902365 -0.579395 1.812 0.081 -0.644 -0.01
C -4.118754 4.752595 -1.672101 -1.011 -0.205 0.116 -0.07
C -3.239331 4.587494 -2.706666 1.052 -0.368 -0.758 -0.09
C -2.266605 3.607055 -2.643452 1.490 -0.380 0.954 -0.06
C -2.179143 2.757508 -1.509831 -0.759 1.266 -0.479 -0.29
P -0.825981 1.597782 -1.257302 0.238 -0.863 1.158 1.06
C 0.566758 2.543268 -0.543534 -0.773 0.795 -0.795 -0.38
C 0.482192 3.891462 -0.206174 -1.310 -0.695 -0.205 -0.08
C 1.572095 4.576163 0.257297 -0.328 0.470 -0.235 -0.09
C 2.787199 3.948205 0.384345 1.018 -0.764 0.597 -0.08
C 2.902044 2.584292 0.096049 -1.588 0.956 -0.684 -0.05
C 1.778275 1.926032 -0.464331 2.452 0.658 1.079 -0.15
C -0.165397 1.136127 -2.840240 0.979 1.752 -0.925 -0.38
C 0.627421 2.054669 -3.585318 -0.221 0.150 1.153 -0.11
C 1.100087 1.760151 -4.829113 2.010 1.813 -1.199 -0.10
C 0.823380 0.530680 -5.371874 -0.502 -0.436 1.029 -0.08
C 0.078561 -0.366089 -4.632936 0.079 -1.371 -1.277 -0.08
C -0.412702 -0.094056 -3.380838 -2.272 -1.351 1.132 -0.09
H -4.734150 4.049887 0.270789 -0.954 0.187 0.683 0.11
H -4.853939 5.517709 -1.773497 -0.471 0.513 0.167 0.10
H -3.207416 5.226583 -3.578439 -0.323 0.236 0.113 0.11
H -1.399933 3.629218 -3.335923 -1.004 -0.278 0.132 0.11
H -0.491668 4.350801 -0.368295 0.266 0.309 0.274 0.11
H 1.428291 5.616205 0.458404 0.263 0.529 0.207 0.10
H 3.663391 4.495750 0.735169 -0.267 -0.103 -0.027 0.11
H 3.829178 2.075911 0.232781 0.457 -0.319 -0.076 0.09
H 1.987135 0.971225 -0.849218 -0.306 -1.335 -0.275 0.04
H 0.953520 3.007808 -3.169504 -0.361 -0.185 0.226 0.11
H 1.814333 2.529893 -5.333767 -1.514 -1.539 0.748 0.14
H 1.181464 0.176054 -6.291022 0.555 -0.017 -1.259 0.09
H -0.081188 -1.331800 -5.122634 -0.184 0.168 0.481 0.11
H -1.151713 -0.796690 -2.823405 1.658 1.008 -1.066 0.13
O -2.014794 -4.232288 -0.443505 0.788 1.625 -0.817 0.02
C -1.521955 -3.206800 -0.958251 -0.758 -0.646 0.794 -0.59
O -2.038249 -2.008211 -0.810022 0.299 -0.712 -0.007 -0.25
C -0.234384 -3.292810 -1.742826 -0.382 0.181 0.909 -0.21
C -0.222817 -4.209997 -2.750818 -2.454 -1.697 -0.087 -0.06
C 0.899963 -4.639396 -3.420139 -1.412 -0.035 -0.890 -0.12
C 2.067681 -3.989875 -3.168180 2.438 -0.216 1.693 -0.10
C 2.104049 -3.085789 -2.069373 0.230 1.069 -0.256 -0.11
C 0.952694 -2.672949 -1.350748 0.762 -0.520 -1.062 -0.62
S 1.142420 -1.469990 -0.085950 0.072 0.013 0.178 0.54
H -1.230190 -4.720353 -2.880444 1.506 0.465 -0.204 0.14
H 0.728492 -5.431869 -4.140625 0.573 0.093 -0.096 0.10
H 3.030721 -4.396511 -3.595281 -1.116 0.912 0.315 0.12
H 3.009260 -2.524103 -1.743864 -0.408 -0.853 -0.609 0.09
C 3.855580 -3.384602 3.857298 0.162 2.527 -0.702 -0.07
C 4.387947 -2.418459 2.768003 -0.345 -0.789 -1.427 -0.22
C 3.829825 -1.073234 2.849738 -0.029 0.228 0.217 -0.23
N 3.342225 -0.035382 2.946649 0.074 -0.231 -0.068 0.16
H 4.384818 -4.275947 3.770848 0.512 -1.762 -0.089 0.05
H 2.786607 -3.466324 3.764286 -0.330 -0.382 -0.055 0.07
H 4.082237 -2.924964 4.795476 0.050 0.044 0.843 0.07
H 4.115067 -2.796693 1.760130 -0.311 0.155 0.450 0.12
H 5.472535 -2.405678 2.645080 0.057 0.284 0.723 0.11
```
Forces are in eV/Å.

***

Formula: C5H7ClN3O4
Source: OMol25
Level of theory: ωB97M-V/def2-TZVPD

For the total energy, the calculation gives -30477.3687 eV. Its SMILES is O=C1O[C@@]1(Cl)CCC[N-][N+](=O)[N-]O. The net charge is -1. The value obtained for the molecular weight is 208.58 g mol⁻¹. The calculation puts the frontier orbital gap at 0.2460 Ha.

```
20
Properties=species:S:1:pos:R:3:forces:R:3:nbo_charge:R:1
C -2.595889 -0.239649 -0.621852 0.647 0.091 0.184 0.77
C 0.709124 -1.201753 0.458709 -0.049 0.054 -0.230 -0.42
C -0.753893 -1.607195 0.629603 0.166 0.221 -0.052 -0.44
C 1.001956 -0.595631 -0.927306 0.476 -0.013 0.401 -0.25
C -1.710746 -0.449028 0.499885 0.572 0.094 -0.064 0.14
N 1.939042 1.483630 0.251548 0.594 -0.230 0.426 -0.17
N 0.375746 0.670324 -1.142252 -0.987 -0.437 -0.800 -0.46
N 0.919865 1.659268 -0.522330 0.412 0.387 0.297 0.38
O -2.914010 0.101349 -1.701246 -0.360 0.033 -0.352 -0.51
O 0.425523 2.823836 -0.685677 -0.047 0.481 0.066 -0.62
O -3.134173 -0.840836 0.441275 -1.037 -0.459 0.198 -0.49
O 2.371273 2.711055 0.780294 -0.528 0.261 -0.375 -0.62
Cl -1.438683 0.881841 1.593836 0.046 0.023 0.082 0.02
H 0.984962 -0.458250 1.207960 0.034 -0.135 0.027 0.24
H 1.331256 -2.086781 0.609071 0.030 -0.064 0.071 0.19
H -1.030131 -2.343927 -0.131195 -0.046 0.008 0.051 0.21
H -0.900831 -2.058198 1.617429 -0.134 0.056 -0.049 0.21
H 2.098194 -0.517136 -1.025599 -0.055 -0.142 -0.074 0.19
H 0.619751 -1.264132 -1.707940 0.033 -0.015 0.043 0.17
H 1.701659 3.331209 0.375796 0.235 -0.215 0.149 0.47
```
Forces are in eV/Å.

***

Which of these has the lowest frontier orbital gap?
C5H7ClN3O4

***

What is the net charge in the third record?
-1

***

Which of these has the lowest frontier orbital gap?
C5H7ClN3O4

***

Which value of net charge does entry 3 give?
-1